Record 1
{
  "formula": "C5H24NO8",
  "method": "ωB97M-V/def2-TZVPD",
  "elements": ["O", "O", "O", "O", "O", "O", "O", "O", "N", "C", "C", "C", "C", "C", "H", "H", "H", "H", "H", "H", "H", "H", "H", "H", "H", "H", "H", "H", "H", "H", "H", "H", "H", "H", "H", "H", "H", "H"],
  "positions_angstrom": [[-0.394339, 3.835306, 1.323566], [-0.136461, 3.770620, -1.453908], [1.108912, -2.815663, 0.365907], [0.257445, 1.827120, -3.365232], [-2.606704, -0.754442, 4.125825], [0.791776, -2.943025, -2.471091], [-1.905671, -2.205775, 1.950163], [-2.680978, -0.262637, 0.202163], [-0.075865, -0.206709, -0.931830], [0.607095, 0.002785, 0.346359], [2.132384, 0.030809, 0.125771], [2.292259, -2.560127, 0.307627], [-0.898718, 0.577191, -1.483437], [2.779235, -1.271830, -0.308355], [-2.146799, -1.736949, 2.781041], [3.017907, -3.221378, 0.792004], [0.441000, -3.362583, -1.671725], [3.875184, -1.212761, -0.219420], [1.101212, 1.563597, -3.731396], [0.130586, 4.635501, 1.430836], [0.156371, -1.122465, -1.320770], [-1.937884, -0.963032, 4.800129], [-1.135547, 1.549613, -1.057787], [2.560050, 0.446629, 1.034723], [0.388116, 2.682591, -2.918825], [-1.499464, 0.424117, -2.368647], [2.327703, 0.778340, -0.647767], [2.709732, -1.459503, -1.389013], [-3.521369, -0.685340, 0.015757], [0.360280, -0.788003, 1.051501], [0.467641, -3.339673, -3.291777], [-1.995766, -3.167913, 2.025155], [-0.835960, 3.717299, 2.174348], [-0.440393, 4.633965, -1.765677], [0.287774, 0.997152, 0.683746], [-0.044176, 3.781222, -0.483715], [-2.255221, -0.949207, 0.762692], [-3.281346, -0.224843, 4.581058]],
  "forces_ev_per_angstrom": [[0.2, 0.1, 0.2], [0.2, 0.0, -0.2], [0.1, -0.3, -0.3], [-0.2, 0.1, 0.2], [0.3, 0.2, 0.7], [0.2, 0.6, 0.1], [0.3, 0.0, 0.0], [0.1, -0.3, 0.1], [0.5, -1.2, 0.2], [0.6, 1.1, -0.3], [-0.8, 0.5, -0.2], [-0.6, 0.9, 0.6], [-0.9, 1.2, 0.1], [1.4, -0.8, -0.6], [-0.2, -0.7, -0.4], [0.2, -0.3, -0.2], [-0.1, -0.4, -0.6], [-0.3, 0.1, 0.4], [0.2, 0.0, -0.2], [0.0, 0.1, 0.2], [-0.4, 0.0, -0.5], [-0.4, 0.2, -0.2], [0.4, -0.2, 0.4], [0.2, -0.3, 0.2], [0.0, -0.2, 0.0], [0.5, -0.9, -0.1], [0.1, 0.0, 0.0], [-0.5, 0.2, 0.0], [-0.3, 0.2, -0.1], [-0.5, 0.1, -0.1], [-0.1, -0.2, 0.6], [0.0, 0.6, 0.3], [0.0, -0.1, -0.2], [0.1, -0.2, 0.4], [0.0, -0.4, 0.3], [-0.4, 0.2, -0.5], [-0.1, 0.2, -0.1], [0.2, -0.3, -0.3]],
  "multiplicity": 1,
  "lumo_ev": -2.30,
  "e_homo_ev": -13.0,
  "total_charge": 1,
  "orbital_gap_ev": 10.67,
  "relative_energy_ev": 1.8561,
  "e_tot_ev": -23438.5101
}

---

Record 2
{
  "formula": "C4H14N2S",
  "method": "ωB97M-V/def2-TZVPD",
  "elements": ["S", "N", "N", "C", "C", "C", "C", "H", "H", "H", "H", "H", "H", "H", "H", "H", "H", "H", "H", "H", "H"],
  "positions_angstrom": [[-2.589057, 1.505876, -0.504522], [1.108453, -2.548405, 1.941214], [0.957364, 0.907698, 0.570167], [-1.563635, 1.531854, -2.002559], [0.501926, -1.279243, 1.547045], [-0.919391, 0.166997, -2.236292], [1.568988, -0.386552, 0.939697], [1.742858, -2.409933, 2.721878], [-0.047925, -0.768547, 2.349442], [0.401833, -3.198032, 2.270029], [-0.263194, -1.494139, 0.795178], [1.637498, 1.494639, 0.106451], [1.962883, -0.862348, 0.045804], [-0.290191, 0.220010, -3.132327], [-1.683518, -0.575984, -2.471859], [-2.205022, 1.757800, -2.853198], [-0.293139, -0.129070, -1.405244], [-2.244323, 2.652624, 0.083478], [2.338242, -0.263942, 1.710416], [0.686139, 1.374187, 1.425969], [-0.806792, 2.304517, -1.900776]],
  "forces_ev_per_angstrom": [[-0.4, -0.3, 0.2], [0.0, -0.1, 0.3], [0.3, -0.4, 0.1], [0.2, -0.2, 0.0], [-0.4, -0.4, -0.4], [0.0, 0.3, -0.6], [-0.8, 0.6, 0.4], [0.0, 0.0, -0.1], [0.3, 0.2, 0.1], [0.1, 0.1, -0.1], [0.1, 0.0, -0.1], [0.1, 0.1, 0.0], [0.2, 0.0, 0.1], [0.0, 0.1, 0.1], [0.0, -0.1, 0.3], [0.0, 0.2, 0.0], [-0.1, -0.1, 0.2], [0.2, 0.1, -0.2], [0.4, -0.1, -0.3], [-0.1, 0.2, -0.1], [0.0, 0.0, 0.0]],
  "multiplicity": 1,
  "lumo_ev": 0.89,
  "e_homo_ev": -8.6,
  "orbital_gap_ev": 9.50,
  "relative_energy_ev": 0.3099,
  "e_tot_ev": -18190.1297
}